DFT (the ωB97M-V functional and the def2-TZVPD basis) results for a cluster of 11 separate species, C23H49Cl3F3N3O23S3 in total in a non-equilibrium geometry.

Output
Electronic energy   -154406.382 eV
Charge   +2
Maximum force   5.1 eV/Å
Spin multiplicity   1
Orbital gap   2.348 eV
ΔE to the lowest compared entry with this formula, charge and spin   10.452 eV
HOMO level   -10.1 eV

```
107
Properties=species:S:1:pos:R:3:forces:R:3:mulliken_charge:R:1
N 5.019 1.568 -8.587 0.2 -1.0 -0.5 -0.580
H 5.042 2.046 -7.698 0.0 0.5 0.4 0.399
H 5.290 0.603 -8.461 0.3 -0.7 0.5 0.382
H 5.697 1.906 -9.255 0.4 0.8 -0.3 0.385
H 4.106 1.516 -9.017 -0.5 0.5 -0.1 0.388
N -0.536 4.458 -7.975 -0.2 -0.2 0.1 -0.570
H -0.206 4.286 -7.036 0.1 0.3 0.9 0.395
H -0.580 3.546 -8.407 0.0 -0.3 -0.7 0.386
H 0.057 5.115 -8.462 0.5 0.1 -0.3 0.386
H -1.463 4.859 -7.972 -0.7 0.2 0.3 0.378
N 1.386 -2.660 -5.797 -0.1 1.3 0.0 -0.527
H 2.380 -2.815 -5.880 0.4 -0.4 0.0 0.374
H 0.852 -3.511 -5.694 -0.3 -0.5 0.2 0.378
H 1.045 -2.071 -6.544 -0.1 -0.5 -1.1 0.380
H 1.223 -1.992 -5.057 0.0 -0.2 1.6 0.377
C 1.012 2.290 -1.329 1.3 -1.7 -2.3 -0.105
O 0.565 0.998 -0.864 -0.3 0.8 -0.2 -0.175
O 1.256 2.085 -2.711 -0.8 1.6 2.5 -0.894
C 0.050 3.393 -0.845 1.2 1.1 -0.3 0.752
F -1.153 3.098 -1.133 -3.6 -0.7 -1.4 -0.256
F -0.011 3.669 0.482 1.1 -0.4 0.4 -0.263
F 0.346 4.603 -1.410 0.2 -0.3 -0.2 -0.299
C 0.331 0.821 0.506 -0.1 -2.2 0.3 -0.104
C 0.173 -0.733 0.637 0.3 0.1 0.7 -1.239
H -0.103 -1.176 1.594 -0.4 0.9 0.5 0.404
H -0.577 -1.135 -0.043 0.3 0.2 -0.4 0.280
H 1.148 -1.213 0.548 0.1 0.1 -0.9 0.280
H -0.578 1.310 0.858 0.1 0.2 0.1 0.269
H 1.210 1.122 1.077 -0.1 0.3 0.3 0.254
H 1.907 2.565 -0.771 0.8 -0.2 0.1 0.165
C 5.066 6.111 5.723 1.1 -0.5 0.1 0.051
Cl 4.769 7.363 4.600 -0.1 1.2 -1.2 -0.107
Cl 6.806 5.610 5.701 -0.5 0.3 0.1 -0.138
Cl 4.101 4.702 5.261 -0.1 0.2 0.7 -0.110
H 4.895 6.608 6.678 -0.3 -1.1 0.2 0.304
C 0.697 -12.253 0.071 0.1 -0.2 0.0 -1.270
C 0.358 -10.775 0.337 -0.2 -0.8 0.8 0.468
C 1.614 -9.966 0.683 -1.0 -0.4 0.0 -0.451
O 1.714 -9.097 -0.420 1.1 1.0 -0.6 -0.314
C 0.657 -9.117 -1.222 -1.3 0.2 -1.2 0.656
O 0.515 -8.408 -2.212 0.1 -1.8 2.3 -0.591
O -0.246 -10.061 -0.738 1.0 1.0 -1.3 -0.365
H 0.410 -12.845 0.940 -0.1 0.0 0.0 0.333
H 1.773 -12.405 -0.018 0.1 0.1 -0.2 0.321
H 0.257 -12.728 -0.805 -0.3 0.4 0.0 0.331
H -0.352 -10.730 1.163 -0.1 0.0 -0.1 0.322
H 2.471 -10.638 0.722 0.1 0.5 0.2 0.290
H 1.460 -9.375 1.587 0.4 -0.1 0.0 0.269
C 1.990 13.109 -2.467 0.2 0.1 -1.6 -1.537
C 1.352 13.405 -1.142 1.1 0.7 -1.2 0.549
C 1.633 12.312 -0.174 -0.8 -0.3 0.7 -0.424
O 1.866 13.013 1.055 -0.3 0.0 0.4 -0.315
C 2.060 14.337 0.791 3.0 2.0 2.7 0.673
O 2.479 15.192 1.591 -2.0 -3.1 -2.3 -0.565
O 2.001 14.544 -0.514 -1.1 0.0 -1.2 -0.341
H 1.513 12.266 -2.967 -0.2 -0.3 0.4 0.398
H 3.056 12.882 -2.461 0.0 0.1 0.6 0.378
H 1.869 13.889 -3.218 -0.1 0.4 0.3 0.362
H 0.300 13.627 -1.324 -0.1 0.1 0.5 0.223
H 2.483 11.699 -0.475 0.2 0.2 0.3 0.300
H 0.755 11.669 -0.108 0.1 -0.1 0.5 0.299
C -2.369 -7.445 7.352 -0.2 0.3 0.5 -1.303
C -2.567 -8.820 7.954 2.0 0.7 0.3 0.518
C -3.856 -9.127 8.614 -1.4 2.2 2.3 -0.505
O -4.263 -10.280 8.049 -1.8 -2.0 -0.9 -0.320
C -3.577 -10.528 6.930 -0.6 -3.4 -1.0 0.667
O -3.868 -11.440 6.175 0.8 2.1 1.0 -0.562
O -2.492 -9.768 6.911 0.3 -0.2 -1.3 -0.331
H -2.981 -7.358 6.455 -0.3 0.1 0.2 0.328
H -1.361 -7.167 7.046 0.2 -0.5 0.2 0.335
H -2.662 -6.719 8.110 -0.2 0.2 -0.2 0.354
H -1.826 -9.112 8.698 0.7 0.4 -0.3 0.262
H -4.624 -8.354 8.571 -0.1 0.3 -0.8 0.257
H -3.824 -9.259 9.695 0.7 -0.2 0.1 0.299
C 8.480 -2.780 -0.808 0.9 1.0 0.3 -0.224
C 7.174 -2.571 -0.114 -1.4 -0.5 -1.8 -0.331
O 7.181 -3.374 1.026 0.8 -1.1 1.1 -0.320
S 8.126 -4.739 0.854 -1.2 0.3 0.5 1.060
O 7.256 -5.888 0.535 2.3 2.8 0.2 -0.494
O 9.003 -4.800 2.014 -1.3 0.1 -2.6 -0.482
O 8.866 -4.098 -0.523 -0.2 -2.2 1.5 -0.342
H 9.195 -2.061 -0.407 0.5 -0.2 0.0 0.269
H 8.452 -2.691 -1.894 -0.2 0.1 0.1 0.263
H 6.427 -2.968 -0.802 -0.5 0.0 0.0 0.275
H 6.902 -1.528 0.051 0.3 -0.2 0.6 0.326
C -7.165 6.057 2.625 4.7 0.1 -2.0 -0.333
C -6.276 5.139 3.473 -0.8 -0.6 -0.1 -0.268
O -6.603 5.425 4.847 -0.9 0.7 -0.5 -0.322
S -8.003 6.294 4.954 0.4 0.0 2.3 1.087
O -7.660 7.557 5.628 -0.9 -2.6 -2.1 -0.515
O -9.077 5.473 5.487 1.8 1.4 -1.1 -0.513
O -8.214 6.391 3.350 -3.7 0.9 2.6 -0.294
H -7.360 5.578 1.666 -0.7 -0.1 0.2 0.309
H -6.582 6.943 2.374 0.1 0.4 -0.1 0.293
H -5.207 5.250 3.290 -0.2 0.1 0.2 0.297
H -6.606 4.134 3.210 0.3 -0.3 0.5 0.259
C -4.926 -1.056 -4.676 -1.2 1.2 -1.0 -0.273
C -6.126 -0.199 -4.156 2.4 0.6 0.3 -0.349
O -7.022 -1.109 -3.600 -0.4 -1.9 0.8 -0.312
S -6.231 -2.442 -2.945 1.0 -0.1 1.0 1.053
O -6.822 -3.699 -3.358 0.6 2.4 0.4 -0.481
O -5.884 -2.246 -1.526 -0.9 0.0 -3.6 -0.492
O -4.870 -2.178 -3.878 -0.7 -1.5 1.7 -0.327
H -3.975 -0.526 -4.632 -0.1 0.1 0.1 0.295
H -5.156 -1.335 -5.704 0.2 -0.2 -0.2 0.258
H -6.527 0.469 -4.918 -0.6 -0.6 -0.1 0.333
H -5.709 0.460 -3.395 -0.3 0.0 0.4 0.295
```
Forces are in eV/Å.